C24H24N7OSSeY as an isolated structure in a non-equilibrium geometry, computed with ωB97M-V with the def2-TZVPD basis set.

The energy above the lowest of the compared OMol25 structures with the same formula, charge and spin is 80.0 kcal per mole. Its total charge is -2. The HOMO-LUMO gap comes out at 3.17 eV. As for the LUMO energy: 4.2 eV.

Atoms and positions in Å:
Y1 -0.05630 0.00064 0.02707
S1 -0.12893 -0.17546 2.66342
C1 -0.95689 -1.62338 2.25593
N1 -1.77962 -2.03622 3.17068
N2 -2.40110 -3.28620 2.85370
C2 -3.78762 -3.28267 2.80067
C3 -4.49728 -2.11982 2.49784
C4 -5.87600 -2.15852 2.35752
C5 -6.56959 -3.35485 2.49542
C6 -5.86555 -4.52166 2.76793
C7 -4.48836 -4.48964 2.90781
N3 -0.72443 -2.34624 1.06834
N4 -1.45314 -1.94051 0.12042
C8 -1.37716 -2.84959 -0.98400
C9 -0.63435 -2.53456 -2.11574
C10 -0.62183 -3.41783 -3.19019
C11 -1.34675 -4.60258 -3.14348
C12 -2.09062 -4.91020 -2.01122
C13 -2.10730 -4.03350 -0.93670
H1 -2.06256 -4.02188 3.45798
H2 -3.96151 -1.18856 2.37043
H3 -6.40582 -1.24295 2.12939
H4 -7.64672 -3.37848 2.38076
H5 -6.39182 -5.46424 2.86262
H6 -3.94668 -5.41100 3.09769
H7 -0.05802 -1.55600 -2.13059
H8 -0.03938 -3.16980 -4.06952
H9 -1.33350 -5.28730 -3.98615
H10 -2.66229 -5.82917 -1.96150
H11 -2.69144 -4.25626 -0.04960
C14 2.76736 2.98537 1.25006
N5 2.95471 1.84066 2.12067
C15 3.12408 1.88107 3.48884
C16 3.25940 0.60974 3.91628
N6 3.17080 -0.20873 2.80948
C17 3.24961 -1.64455 2.81047
C18 2.98078 0.55377 1.71063
Se1 2.80528 -0.01026 -0.00074
H12 2.77860 3.89002 1.84841
H13 1.80854 2.91307 0.73899
H14 3.57036 3.01842 0.51415
H15 3.13250 2.77992 4.07679
H16 3.39865 0.26447 4.92401
H17 3.39613 -1.99108 3.82929
H18 4.08256 -1.97117 2.18984
H19 2.32262 -2.05960 2.41824
N7 -1.36871 1.91832 0.07335
C19 -1.28941 2.83862 1.05637
C20 -2.11916 4.01050 1.04332
C21 -2.03542 4.96311 2.04340
C22 -1.13204 4.82428 3.10979
C23 -0.30567 3.69575 3.14723
C24 -0.37456 2.73116 2.15535
H20 -2.82107 4.14256 0.22951
H21 -2.68121 5.83858 2.00361
H22 -1.07586 5.57802 3.89082
H23 0.39874 3.57442 3.97095
H24 0.26496 1.86443 2.19163
O1 -0.04472 -0.00026 -1.93892

Atom charges from the Mulliken analysis, given in e for atoms 1 to 8: number 1, Y, carries 0.81; number 2, S, carries -0.37; number 3, C, carries 0.56; number 4, N, carries -0.80; number 5, N, carries 0.09; number 6, C, carries 0.31; number 7, C, carries -0.33; number 8, C, carries -0.73

C24H25BF4N6O2ReS4 as an isolated structure, computed with ωB97M-V with the def2-TZVPD basis set.

The energy above the lowest of the compared OMol25 structures with the same formula, charge and spin is 12.2 kcal per mole. The spin multiplicity is 2. The expectation value of S² is 1.115. The HOMO-LUMO gap (spin up / spin down) comes out at 5.85 / 6.33 eV. As for the LUMO energy (spin up / spin down): -1.9 / -1.4 eV.

Atoms and positions in Å:
Re1 0.01136 -0.82573 -0.73010
C1 1.23261 0.55854 -4.63227
C2 1.33881 0.05795 -3.22461
O1 0.32099 0.21598 -2.48214
C3 2.55137 -0.50646 -2.77326
C4 2.84942 -0.96206 -1.49758
C5 4.25031 -1.39008 -1.18676
N1 1.92179 -1.09836 -0.52298
N2 2.38831 -1.57702 0.70752
C6 1.36575 -1.95618 1.42664
O2 0.14599 -1.87483 1.00079
C7 1.58797 -2.45936 2.80097
C8 0.48964 -2.83923 3.56602
C9 0.67742 -3.32123 4.85265
C10 1.95715 -3.42027 5.37800
C11 3.05479 -3.04157 4.61451
C12 2.87296 -2.56454 3.32757
H1 1.02668 -0.29441 -5.28356
H2 2.15943 1.01626 -4.97450
H3 0.40379 1.25739 -4.71967
H4 3.36216 -0.51876 -3.48829
H5 4.92761 -1.06943 -1.97478
H6 4.28254 -2.47914 -1.10502
H7 4.57310 -1.00497 -0.22224
H8 -0.50299 -2.76368 3.14292
H9 -0.17854 -3.62446 5.44049
H10 2.10272 -3.79825 6.38174
H11 4.05398 -3.12677 5.02196
H12 3.72163 -2.28156 2.71853
F1 -3.86110 -1.58522 0.09011
B1 -3.53073 -0.30197 -0.18552
F2 -1.95688 -0.47883 -0.76803
F3 -4.14731 0.26082 -1.24781
F4 -3.33204 0.50447 0.88603
C13 2.93848 1.50855 1.96134
N3 2.50378 2.05478 0.69230
C14 3.43134 2.78882 -0.16610
C15 2.59613 3.07459 -1.42963
N4 1.27216 2.61318 -1.02447
C16 1.30225 1.95235 0.13874
S1 -0.04226 1.12634 0.81651
H13 3.38421 2.30323 2.56096
H14 3.66440 0.71166 1.79629
H15 2.08148 1.09222 2.48301
H16 4.30718 2.17234 -0.37582
H17 3.76444 3.70092 0.33221
H18 2.95918 2.51238 -2.29103
H19 2.57835 4.13385 -1.67902
H20 0.50669 2.45485 -1.66003
S2 -1.46653 -6.06531 2.41742
C17 -0.83336 -5.28683 1.10971
S3 -1.77053 -4.28201 0.03888
C18 -0.33939 -3.88204 -0.83556
N5 0.73629 -4.44157 -0.41090
N6 0.45503 -5.23658 0.67376
C19 1.58004 -5.83098 1.32516
C20 1.55720 -7.16590 1.69508
C21 2.66952 -7.70783 2.32123
C22 3.78951 -6.92693 2.56755
C23 3.80087 -5.59300 2.18335
C24 2.69424 -5.03922 1.56081
S4 -0.30217 -2.63768 -2.09127
H21 0.67988 -7.76472 1.50322
H22 2.65930 -8.74898 2.61572
H23 4.65197 -7.35747 3.05938
H24 4.67149 -4.97890 2.37436
H25 2.68378 -4.00152 1.25374

Atom charges from the Mulliken analysis, given in e for atoms 1 to 8: number 1, Re, carries 1.70; number 2, C, carries -1.67; number 3, C, carries 0.77; number 4, O, carries -0.55; number 5, C, carries -1.13; number 6, C, carries 1.16; number 7, C, carries -1.71; number 8, N, carries 1.56

A 2-piece molecular cluster, C24H25BF6N overall in a non-equilibrium geometry, computed with ωB97M-V with the def2-TZVPD basis set.

Its total charge is +1. The HOMO-LUMO gap comes out at 6.02 eV. As for the LUMO energy: -6.2 eV.

Atoms and positions in Å:
F1 7.37660 2.62491 -0.41923
C1 7.15064 2.76681 0.92690
F2 8.08068 1.98830 1.56091
F3 7.43047 4.06916 1.24451
C2 5.74350 2.40841 1.30164
C3 5.50236 1.44737 2.27664
C4 4.19896 1.06833 2.53687
C5 3.09363 1.61405 1.81487
C6 1.81143 1.06959 2.09120
C7 0.53507 1.64346 1.87014
C8 0.22750 2.77372 1.05024
C9 -1.08220 3.08173 0.72745
C10 -2.12031 2.35873 1.30371
C11 -3.52451 2.65197 0.87228
F4 -4.44931 1.86227 1.50095
F5 -3.86478 3.95446 1.12832
F6 -3.70228 2.45052 -0.47524
C12 -1.87916 1.37853 2.25949
C13 -0.57115 1.02324 2.53184
C14 3.39543 2.63304 0.86342
C15 4.69843 3.03870 0.63296
H1 6.32951 0.97524 2.79468
H2 4.00615 0.32550 3.31026
H3 1.81296 0.18362 2.73472
H4 1.00612 3.42221 0.66232
H5 -1.29358 3.87767 0.01721
H6 -2.70392 0.87431 2.74745
H7 -0.37431 0.24838 3.27398
H8 2.61609 3.09134 0.26290
H9 4.90266 3.80982 -0.10334
C16 -4.54540 -2.94856 -1.08865
C17 -3.58989 -2.65485 -2.25330
C18 -3.71199 -3.78956 -3.27594
C19 -4.03753 -1.34776 -2.92233
C20 -2.17143 -2.49120 -1.71944
C21 -1.09810 -3.30238 -2.10372
C22 0.16089 -3.07431 -1.56432
N1 0.37263 -2.07331 -0.67070
B1 1.79326 -1.77222 -0.03434
H10 1.76406 -0.76160 0.75306
C23 -0.65077 -1.28657 -0.29558
C24 -1.92063 -1.46782 -0.79008
H11 -4.54608 -2.13332 -0.35303
H12 -5.56645 -3.06249 -1.47164
H13 -4.26106 -3.87836 -0.58191
H14 -3.07849 -3.60722 -4.15197
H15 -3.44840 -4.75689 -2.83216
H16 -4.75156 -3.84854 -3.61822
H17 -3.38084 -1.10428 -3.76597
H18 -5.05978 -1.46197 -3.30173
H19 -4.02821 -0.50588 -2.21702
H20 -1.20982 -4.11215 -2.81782
H21 1.01996 -3.68841 -1.84267
H22 2.14151 -2.76028 0.57710
H23 2.55807 -1.53555 -0.94474
H24 -0.41334 -0.49633 0.42322
H25 -2.69328 -0.79358 -0.43618

Atom charges from the Mulliken analysis, given in e for atoms 1 to 8: number 1, F, carries -0.23; number 2, C, carries 0.78; number 3, F, carries -0.26; number 4, F, carries -0.23; number 5, C, carries 0.47; number 6, C, carries -0.77; number 7, C, carries -0.53; number 8, C, carries 1.19

C24H25BaCl2N5O3SSi as an isolated structure in a non-equilibrium geometry, computed with ωB97M-V with the def2-TZVPD basis set.

The energy above the lowest of the compared OMol25 structures with the same formula, charge and spin is 74.9 kcal per mole. Its total charge is -2. The HOMO-LUMO gap comes out at 5.35 eV. As for the LUMO energy: 3.9 eV.

Atoms and positions in Å:
Ba1 -0.43140 -0.34441 -0.05052
N1 1.84092 -0.40027 -3.32142
C1 0.68681 -1.09862 -2.98023
S1 -0.74089 -0.12724 -2.98028
N2 0.77486 -2.36065 -2.74652
N3 -0.28950 -3.16710 -2.80829
C2 -0.54238 -4.10777 -1.98529
C3 0.09253 -4.51652 -0.72693
C4 0.32963 -5.87040 -0.52949
C5 1.01273 -6.34367 0.57750
C6 1.44270 -5.43475 1.53732
C7 1.15753 -4.09459 1.40682
C8 0.45907 -3.57819 0.28602
O1 0.13540 -2.34152 0.21375
H1 1.76914 0.57111 -3.04460
H2 2.69234 -0.83467 -2.99037
H3 -1.32498 -4.78133 -2.34503
H4 -0.02956 -6.57273 -1.27475
H5 1.23233 -7.40282 0.67509
H6 1.99309 -5.79059 2.40393
H7 1.44760 -3.37762 2.16807
C9 3.35652 -1.81368 -0.44061
C10 3.28961 -0.31832 -0.40248
C11 4.42969 0.45982 -0.53607
C12 4.28209 1.84694 -0.47584
C13 3.03631 2.39378 -0.35043
C14 1.90100 1.54029 -0.24629
N4 2.08441 0.20351 -0.24057
N5 0.65006 1.93661 -0.15453
Si1 -0.01682 3.48132 -0.30969
C15 0.47892 4.72991 1.07156
C16 -1.90104 3.27629 -0.28910
C17 0.40267 4.35263 -1.97266
H8 4.31335 -2.16499 -0.82713
H9 2.54081 -2.19072 -1.05463
H10 3.19874 -2.21327 0.55927
H11 5.39823 0.00522 -0.69758
H12 5.15817 2.48346 -0.53846
H13 2.88080 3.46127 -0.32316
H14 0.43990 4.24780 2.04378
H15 -0.18904 5.58712 1.10078
H16 1.48821 5.11037 0.93235
H17 -2.22423 2.80570 0.63106
H18 -2.21560 2.64607 -1.11404
H19 -2.41923 4.22736 -0.37947
H20 1.47779 4.41047 -2.12547
H21 -0.00743 5.35849 -2.03936
H22 -0.01156 3.77287 -2.79173
Cl1 -6.77987 2.22698 3.40181
C18 -5.24654 1.56584 2.91771
C19 -4.26057 1.37937 3.88570
C20 -3.04475 0.88281 3.49341
Cl2 -1.82309 0.63498 4.68915
C21 -2.70852 0.54331 2.13848
O2 -1.56832 0.17015 1.80704
C22 -3.80826 0.67742 1.21215
C23 -3.67861 0.17037 -0.11941
O3 -2.74504 -0.46790 -0.57296
C24 -5.03465 1.22147 1.60977
H23 -4.45050 1.63350 4.91701
H24 -4.56983 0.35345 -0.76252
H25 -5.81169 1.34629 0.86836

Atom charges from the Mulliken analysis, given in e for atoms 1 to 8: number 1, Ba, carries 1.87; number 2, N, carries -0.56; number 3, C, carries 0.42; number 4, S, carries -0.45; number 5, N, carries -0.24; number 6, N, carries -0.72; number 7, C, carries -0.80; number 8, C, carries 0.80